Record 1
5 unconnected molecules or ions with the total composition C9H19BCl8FN4O2, computed with ωB97M-V with the def2-TZVPD basis set.

Properties
* Kohn-Sham gap: 9.49 eV
* strongest force on any atom: 3.166 eV Å⁻¹
* molar mass: 528.7 g mol⁻¹
* spin multiplicity: 1
* total charge: +1

Element x y z (Å)
C: 4.980 1.115 -1.123
C: 3.942 1.988 -1.905
C: 2.478 1.507 -1.627
F: 2.379 1.411 -0.249
N: 1.582 2.518 -2.248
C: 1.934 3.481 -3.131
N: 0.942 4.273 -3.506
C: -0.134 3.774 -2.808
N: -1.356 4.315 -2.886
N: 0.251 2.724 -2.095
B: -0.742 1.952 -1.269
O: -0.970 2.423 0.007
O: -1.468 0.849 -1.717
H: 5.952 1.619 -1.280
H: 4.995 0.070 -1.475
H: 4.781 1.164 -0.038
H: 4.177 2.020 -2.980
H: 4.000 2.990 -1.429
H: 2.353 0.546 -2.153
H: 2.906 3.690 -3.577
H: -1.768 4.664 -3.739
H: -1.856 4.441 -2.011
H: -0.813 1.673 0.609
H: -0.989 0.037 -1.471
C: -0.291 -2.674 -0.089
Cl: 0.664 -4.095 0.315
Cl: 0.637 -1.177 0.178
H: -0.578 -2.727 -1.135
H: -1.177 -2.650 0.539
C: -4.482 -3.851 0.864
Cl: -3.524 -5.279 1.264
Cl: -3.559 -2.360 1.127
H: -4.772 -3.904 -0.181
H: -5.365 -3.832 1.494
C: 2.974 -0.227 3.182
Cl: 3.921 -1.661 3.587
Cl: 3.901 1.256 3.446
H: 2.691 -0.279 2.135
H: 2.087 -0.204 3.806
C: -6.033 -4.371 4.805
Cl: -6.699 -5.227 3.408
Cl: -6.756 -2.770 4.987
H: -6.234 -4.952 5.699
H: -4.962 -4.259 4.669



Record 2
A molecular structure, C5H10O4, computed with ωB97M-V with the def2-TZVPD basis set.

Properties
* Kohn-Sham gap: 10.24 eV
* strongest force on any atom: 1.084 eV Å⁻¹
* molar mass: 134.1 g mol⁻¹
* spin multiplicity: 1
* ΔE to the lowest compared entry with this formula, charge and spin: 77.8 kcal/mol

Element x y z (Å)
C: -0.973 0.694 0.319
C: -0.370 -1.137 -1.464
C: 0.505 1.425 2.383
C: 1.077 -0.690 -1.715
C: -0.807 -0.783 -0.056
O: 0.454 1.142 0.977
O: -0.913 1.627 -0.609
O: -0.510 -2.525 -1.686
O: -1.031 -1.634 0.777
H: 0.122 1.930 0.079
H: -0.683 -2.940 -0.827
H: -1.707 0.791 1.136
H: -1.028 -0.594 -2.151
H: 0.435 0.485 2.929
H: -0.315 2.087 2.677
H: 1.464 1.899 2.588
H: 1.166 0.393 -1.665
H: 1.747 -1.143 -0.983
H: 1.368 -1.028 -2.709



Record 3
A molecular structure, C20H38F14N2O21S4V, computed with ωB97M-V with the def2-TZVPD basis set.

Properties
* ⟨S²⟩: 3.754
* Kohn-Sham gap (spin up / spin down): 8.05 / 8.27 eV
* strongest force on any atom: 8.034 eV Å⁻¹
* molar mass: 1087.7 g mol⁻¹
* spin multiplicity: 4

Element x y z (Å)
V: -1.215 -0.897 -2.722
C: -2.794 -0.337 1.126
F: -2.756 -0.254 2.460
F: -3.817 -0.903 0.505
F: -2.565 0.807 0.570
S: -1.130 -1.329 0.582
O: -0.293 -1.447 1.764
O: -1.574 -2.611 0.062
N: -0.599 -0.471 -0.866
S: 0.565 0.477 -0.365
O: 1.049 1.286 -1.507
O: 0.165 1.253 0.793
C: 2.184 -0.607 0.116
F: 2.708 -0.045 1.213
F: 1.829 -1.814 0.354
F: 3.088 -0.643 -0.811
C: 0.188 2.840 -4.267
F: 0.330 3.811 -5.191
F: 1.270 1.981 -4.505
F: 0.396 3.349 -3.029
S: -1.518 1.909 -4.490
O: -2.288 2.228 -3.322
O: -1.988 2.450 -5.748
N: -1.120 0.199 -4.480
S: -0.699 -0.183 -6.036
O: 0.045 0.781 -6.784
O: -0.140 -1.557 -6.055
C: -2.441 -0.508 -6.874
F: -2.958 -1.653 -6.456
F: -3.365 0.447 -6.543
F: -2.268 -0.389 -8.172
C: 5.396 2.254 -1.654
C: 4.795 2.750 -0.468
O: 4.867 1.751 0.500
C: 5.588 0.827 0.125
O: 5.997 -0.139 0.818
O: 6.036 1.129 -1.072
F: 3.520 3.002 -0.669
H: 6.051 2.961 -2.164
H: 4.692 1.770 -2.331
H: 5.325 3.624 -0.091
C: -3.562 -1.966 4.806
C: -2.729 -0.833 5.449
O: -2.602 -1.171 6.857
C: -3.074 -2.284 7.192
O: -3.195 -2.842 8.272
O: -3.660 -2.846 5.996
F: -3.519 0.313 5.425
H: -2.989 -2.477 4.032
H: -4.424 -1.604 4.246
H: -1.743 -0.736 4.996
C: 5.223 1.736 3.891
C: 3.859 2.029 3.468
C: 3.163 2.124 4.897
O: 4.058 1.726 5.905
C: 5.100 1.031 5.223
H: 5.805 2.652 3.792
H: 5.719 1.067 3.189
H: 3.398 1.304 2.796
H: 3.700 2.898 2.830
H: 2.193 1.628 4.946
H: 2.961 3.175 5.101
H: 4.847 -0.029 5.207
H: 5.986 1.230 5.827
C: -5.339 3.414 3.290
O: -4.327 2.608 2.637
H: -4.907 4.281 3.791
H: -6.057 3.825 2.581
H: -5.938 2.825 3.984
H: -4.257 2.812 1.702
C: -4.147 -0.524 -3.372
O: -3.383 -0.456 -2.150
H: -5.033 -1.144 -3.237
H: -4.367 0.535 -3.509
H: -3.538 -0.852 -4.215
H: -3.650 0.206 -1.508
C: -0.044 -5.556 1.626
O: 0.195 -6.553 0.624
H: 0.682 -5.578 2.438
H: -0.247 -4.618 1.109
H: -0.983 -5.863 2.088
H: 1.095 -6.595 0.291
C: -3.427 3.733 -0.076
O: -4.458 4.598 -0.444
H: -3.829 2.780 0.267
H: -2.586 3.565 -0.749
H: -2.929 4.138 0.805
H: -4.263 4.979 -1.303
C: -2.120 -3.648 -4.223
O: -2.156 -3.080 -2.871
H: -3.137 -3.980 -4.432
H: -1.833 -2.954 -5.012
H: -1.391 -4.451 -4.332
H: -2.654 -3.621 -2.254
C: 5.732 -3.416 -2.283
O: 5.006 -2.976 -1.170
H: 5.414 -4.361 -2.723
H: 5.524 -2.673 -3.053
H: 6.809 -3.425 -2.119
H: 5.474 -2.198 -0.858



Record 4
2 unconnected molecules or ions with the total composition C11H15N, computed with ωB97M-V with the def2-TZVPD basis set.

Properties
* ⟨S²⟩: 0.771
* Kohn-Sham gap (spin up / spin down): 9.33 / 6.69 eV
* strongest force on any atom: 1.317 eV Å⁻¹
* molar mass: 161.2 g mol⁻¹
* spin multiplicity: 2
* ΔE to the lowest compared entry with this formula, charge and spin: 6.0 kcal/mol
* total charge: +1

Element x y z (Å)
C: -0.283 0.799 -3.213
C: 0.345 -0.439 -2.611
H: -0.394 0.760 -4.290
H: -1.306 0.938 -2.869
H: 0.280 1.729 -3.084
H: 0.622 -0.333 -1.555
H: 1.260 -0.733 -3.132
H: -0.334 -1.298 -2.646
C: -1.279 1.894 -0.155
C: -0.357 -0.082 1.217
C: -0.350 1.287 0.814
C: 0.730 -0.228 2.092
C: 0.708 1.908 1.508
C: -0.989 -1.209 0.682
C: -0.481 -2.438 1.072
C: 0.526 -2.568 2.019
C: 1.159 -1.430 2.562
N: 1.277 1.051 2.347
H: -1.893 -1.223 0.084
H: -0.913 -3.362 0.718
H: 0.898 -3.522 2.377
H: -2.290 1.499 -0.031
H: -0.910 1.575 -1.136
H: 1.145 2.892 1.416
H: 2.200 1.166 2.743
H: 2.018 -1.602 3.196
H: -1.392 2.969 -0.122



Record 5
A gas-phase ion, C4H7N2S (charge +1), computed with ωB97M-V with the def2-TZVPD basis set.

Properties
* SMILES string: C=[N+]=C=[NH+]CC[S-]
* Kohn-Sham gap (spin up / spin down): 7.42 / 6.91 eV
* strongest force on any atom: 2.176 eV Å⁻¹
* molar mass: 115.2 g mol⁻¹
* spin multiplicity: 1
* ΔE to the lowest compared entry with this formula, charge and spin: 111.7 kcal/mol
* total charge: +1

Element x y z (Å)
C: -0.912 0.040 0.218
C: -3.123 -0.896 -0.205
C: 1.415 0.938 0.123
C: 2.065 -0.330 -0.439
N: -1.898 -0.621 0.122
N: -0.021 0.904 0.422
S: 1.471 -1.694 0.431
H: -3.684 -0.396 -1.019
H: -3.555 -1.666 0.438
H: 1.933 1.023 1.137
H: 1.416 1.809 -0.546
H: 1.962 -0.538 -1.546
H: 3.221 -0.193 -0.250
H: -0.291 1.620 1.113



Record 6
A molecular structure, C31H44CoGeN2O6P, computed with ωB97M-V with the def2-TZVPD basis set.

Properties
* ⟨S²⟩: 3.756
* Kohn-Sham gap (spin up / spin down): 9.69 / 9.69 eV
* strongest force on any atom: 0.497 eV Å⁻¹
* molar mass: 703.2 g mol⁻¹
* spin multiplicity: 4
* ΔE to the lowest compared entry with this formula, charge and spin: 9.7 kcal/mol
* total charge: +1

Element x y z (Å)
Co: -1.196 -0.413 0.596
C: -1.680 -2.227 3.797
C: -1.171 -0.809 3.589
C: -0.512 -0.240 4.825
O: -0.207 -0.808 2.480
C: -2.364 0.055 3.133
O: -3.050 0.621 3.951
O: -2.575 0.061 1.835
H: -0.877 -2.878 4.153
H: -2.086 -2.638 2.869
H: -2.472 -2.223 4.547
H: 0.244 -0.928 5.213
H: -1.268 -0.072 5.589
H: -0.042 0.716 4.590
H: 0.394 -1.553 2.598
N: -2.712 -1.050 -0.899
N: -2.719 -2.442 -0.766
C: -1.583 -3.113 -0.399
O: -1.517 -4.317 -0.358
O: -0.561 -2.281 -0.082
H: -3.591 -0.667 -0.571
H: -2.571 -0.776 -1.864
H: -3.480 -2.984 -1.135
C: 1.795 -5.485 -4.623
C: 2.098 -5.986 -3.213
C: 2.424 -4.858 -2.234
C: 1.245 -3.875 -2.063
Ge: 1.251 -2.947 -0.368
C: 2.084 -1.192 -0.420
C: 3.390 -1.143 -1.231
C: 4.618 -1.614 -0.450
C: 4.437 -2.990 0.193
H: 1.669 -6.320 -5.313
H: 2.610 -4.859 -4.999
H: 0.874 -4.895 -4.654
H: 2.941 -6.680 -3.246
H: 1.241 -6.547 -2.826
H: 3.305 -4.317 -2.593
H: 2.699 -5.302 -1.272
H: 0.296 -4.412 -2.114
H: 1.245 -3.108 -2.840
H: 1.412 -3.788 0.897
H: 2.236 -0.819 0.598
H: 1.330 -0.554 -0.884
H: 3.549 -0.118 -1.573
H: 3.299 -1.754 -2.137
H: 4.864 -0.876 0.319
H: 5.468 -1.649 -1.132
H: 3.735 -2.958 1.030
H: 5.379 -3.377 0.580
H: 4.069 -3.720 -0.541
O: -0.352 1.203 -0.178
P: -0.847 2.646 -0.055
C: -0.995 3.155 1.649
C: 0.160 2.991 2.425
C: 0.142 3.330 3.766
C: -1.024 3.830 4.338
C: -2.168 3.997 3.571
C: -2.158 3.662 2.224
C: 0.375 3.712 -0.806
C: 1.395 3.160 -1.575
C: 2.330 3.993 -2.176
C: 2.240 5.368 -2.010
C: 1.222 5.921 -1.240
C: 0.289 5.095 -0.633
C: -2.405 2.875 -0.918
C: -3.567 2.264 -0.423
C: -4.752 2.363 -1.137
C: -4.787 3.062 -2.339
C: -3.637 3.660 -2.834
C: -2.446 3.569 -2.127
H: 1.065 2.599 1.973
H: 1.035 3.209 4.368
H: -1.040 4.091 5.390
H: -3.076 4.375 4.024
H: -3.053 3.800 1.633
H: 1.451 2.083 -1.691
H: 3.128 3.571 -2.773
H: 2.969 6.017 -2.481
H: 1.161 6.994 -1.108
H: -0.499 5.519 -0.020
H: -3.537 1.702 0.505
H: -5.654 1.906 -0.747
H: -5.717 3.144 -2.889
H: -3.667 4.204 -3.771
H: -1.550 4.040 -2.514



Record 7
A molecular structure, C44H42CaN9O2Te, computed with ωB97M-V with the def2-TZVPD basis set.

Properties
* ⟨S²⟩: 0.760
* Kohn-Sham gap (spin up / spin down): 6.76 / 6.76 eV
* strongest force on any atom: 0.678 eV Å⁻¹
* molar mass: 896.6 g mol⁻¹
* spin multiplicity: 2
* ΔE to the lowest compared entry with this formula, charge and spin: 0.0 kcal/mol

Element x y z (Å)
Ca: 2.677 -0.675 0.342
N: 7.085 0.217 1.449
C: 6.294 -0.363 0.543
N: 5.066 0.094 0.670
C: 5.172 0.972 1.713
N: 6.383 1.075 2.209
C: 4.027 1.715 2.255
C: 4.201 2.740 3.179
N: 3.167 3.399 3.682
C: 1.958 3.033 3.264
C: 1.775 2.013 2.341
N: 2.814 1.357 1.837
H: 8.065 0.071 1.621
H: 6.635 -1.096 -0.169
H: 5.192 3.020 3.508
H: 1.107 3.563 3.674
H: 0.787 1.710 2.007
N: 2.453 -7.748 3.266
C: 2.580 -6.632 3.017
C: 2.734 -5.242 2.700
C: 1.799 -4.314 3.152
C: 1.940 -2.980 2.798
C: 2.982 -2.490 1.991
C: 3.908 -3.472 1.593
C: 3.806 -4.815 1.923
H: 0.963 -4.650 3.754
H: 1.171 -2.297 3.155
H: 4.750 -3.196 0.957
H: 4.532 -5.539 1.572
N: 1.307 2.943 -6.107
C: 2.332 3.231 -5.269
O: 3.183 4.055 -5.535
C: 2.371 2.472 -3.964
C: 3.507 2.607 -3.177
C: 3.568 1.922 -1.980
N: 2.587 1.136 -1.531
C: 1.496 1.014 -2.285
C: 1.345 1.665 -3.501
H: 1.289 3.411 -6.997
H: 0.662 2.194 -5.940
H: 4.318 3.239 -3.512
H: 4.441 2.003 -1.342
H: 0.713 0.375 -1.900
H: 0.413 1.527 -4.031
C: -7.425 2.205 2.975
C: -6.097 1.685 2.499
C: -6.002 0.874 1.378
C: -4.781 0.387 0.926
C: -4.771 -0.506 -0.284
C: -3.604 0.735 1.603
Te: -1.706 -0.034 0.913
N: 0.337 -1.174 -0.142
C: 0.841 -2.290 -0.590
O: 1.973 -2.196 -1.191
C: 0.254 -3.641 -0.383
C: -0.794 -3.866 0.502
C: -1.257 -5.155 0.713
C: -0.675 -6.222 0.044
C: 0.371 -5.999 -0.840
C: 0.838 -4.712 -1.051
C: -1.849 0.949 -0.967
C: -2.002 0.218 -2.145
C: -2.116 -1.281 -2.200
C: -2.056 0.901 -3.363
C: -1.956 2.278 -3.442
C: -2.001 2.996 -4.763
C: -1.798 2.988 -2.258
C: -1.743 2.354 -1.024
C: -1.567 3.215 0.193
C: -3.685 1.534 2.753
C: -2.502 1.949 3.593
C: -4.929 1.996 3.175
H: -8.241 1.812 2.371
H: -7.461 3.294 2.920
H: -7.607 1.925 4.014
H: -6.905 0.602 0.843
H: -5.787 -0.783 -0.563
H: -4.205 -1.420 -0.094
H: -4.307 -0.009 -1.138
H: -1.231 -3.036 1.041
H: -2.064 -5.328 1.414
H: -1.026 -7.230 0.222
H: 0.833 -6.832 -1.353
H: 1.670 -4.519 -1.713
H: -2.360 -1.719 -1.233
H: -1.173 -1.724 -2.528
H: -2.884 -1.569 -2.919
H: -2.194 0.323 -4.271
H: -2.168 2.299 -5.585
H: -1.070 3.537 -4.950
H: -2.804 3.734 -4.783
H: -1.713 4.069 -2.295
H: -1.438 4.258 -0.098
H: -0.695 2.906 0.773
H: -2.431 3.148 0.851
H: -1.568 1.526 3.235
H: -2.644 1.630 4.627
H: -2.403 3.037 3.599
H: -4.980 2.617 4.064



Record 8
2 unconnected molecules or ions with the total composition C3H8N, computed with ωB97M-V with the def2-TZVPD basis set.

Properties
* Kohn-Sham gap (spin up / spin down): 5.33 / 7.13 eV
* strongest force on any atom: 4.848 eV Å⁻¹
* molar mass: 58.1 g mol⁻¹
* spin multiplicity: 1
* ΔE to the lowest compared entry with this formula, charge and spin: 201.8 kcal/mol
* total charge: +1

Element x y z (Å)
C: 2.501 0.152 0.225
C: -0.773 1.144 -0.272
C: -1.207 -1.164 0.449
N: -0.333 -0.113 0.191
H: 2.922 -0.387 -0.717
H: 2.860 -0.577 0.975
H: -1.768 1.302 -0.572
H: -0.083 1.468 -0.952
H: -0.561 1.917 0.453
H: -0.928 -1.788 -0.334
H: -2.312 -0.937 0.617
H: -0.879 -1.666 1.451



Record 9
A gas-phase ion, H3O2SSi (charge -1), computed with ωB97M-V with the def2-TZVPD basis set.

Properties
* Kohn-Sham gap: 7.07 eV
* strongest force on any atom: 4.131 eV Å⁻¹
* molar mass: 95.2 g mol⁻¹
* spin multiplicity: 1
* ΔE to the lowest compared entry with this formula, charge and spin: 20.7 kcal/mol
* total charge: -1

Element x y z (Å)
O: 0.882 2.050 -0.276
O: 2.229 -0.135 0.243
Si: -0.711 -0.443 -0.073
S: 1.067 0.706 0.673
H: -1.238 -0.056 -1.376
H: -0.458 -1.889 -0.112
H: -1.772 -0.232 0.920



Record 10
A gas-phase ion, C2H2N2O3 (charge -2), computed with ωB97M-V with the def2-TZVPD basis set.

Properties
* ⟨S²⟩: 2.029
* Kohn-Sham gap (spin up / spin down): 4.31 / 6.57 eV
* strongest force on any atom: 7.215 eV Å⁻¹
* molar mass: 102.0 g mol⁻¹
* spin multiplicity: 3
* ΔE to the lowest compared entry with this formula, charge and spin: 79.8 kcal/mol
* total charge: -2

Element x y z (Å)
C: -0.412 0.578 0.253
C: -0.539 -0.776 -0.202
N: 0.674 1.311 0.306
N: 0.361 -1.660 0.151
O: 0.505 2.459 -0.271
O: 0.357 -2.982 -0.289
O: 1.941 0.930 0.819
H: -1.295 1.205 -0.059
H: -1.592 -1.063 -0.708



Record 11
2 unconnected molecules or ions with the total composition C5H9NO, computed with ωB97M-V with the def2-TZVPD basis set.

Properties
* Kohn-Sham gap: 10.54 eV
* strongest force on any atom: 3.478 eV Å⁻¹
* molar mass: 99.1 g mol⁻¹
* spin multiplicity: 1
* ΔE to the lowest compared entry with this formula, charge and spin: 60.7 kcal/mol

Element x y z (Å)
C: 1.479 -0.548 0.826
C: 0.328 -1.051 -0.010
N: -0.919 -1.369 0.683
C: -0.899 -0.252 -0.285
C: -1.139 1.198 0.250
C: 0.313 1.228 -2.126
O: 1.331 1.721 -1.990
H: 1.124 0.066 1.656
H: 2.043 -1.385 1.251
H: 2.170 0.048 0.220
H: 0.629 -1.719 -0.817
H: -1.358 -2.195 0.272
H: -1.376 -0.467 -1.242
H: -0.774 1.199 1.287
H: -2.233 1.302 0.312
H: -0.719 2.225 -0.288